Density functional theory data (ωB97M-V with the def2-TZVPD basis set) for C18H22N2O4S in the gas phase.

Computed properties:
M in g mol⁻¹: 362.5
SMILES: CCCc1cc(C(=O)Nc2sc3c(c2C(=O)OCC)CCCC3)no1
Total energy in hartree: -1507.1883
Lowest unoccupied orbital energy in eV: 0.2
Net charge: 0
HOMO energy in eV: -7.38
HOMO-LUMO gap in eV: 7.5400

Geometry (Å):
C  -6.515  -0.209  -1.802
C  -6.664  -1.075  -0.656
C  -6.173  -0.625  0.456
C  -4.774  -0.457  0.556
C  -3.833  -1.457  0.651
C  -2.567  -0.569  0.213
C  -1.230  -0.914  0.275
O  -0.993  -2.199  0.230
N  -0.216  -0.322  -0.023
C  1.124  -0.326  0.042
S  1.608  -2.101  0.188
C  3.334  -1.684  0.002
C  3.339  -0.206  -0.044
C  2.130  0.473  -0.264
C  2.008  2.051  -0.271
O  2.876  2.708  -0.313
O  0.733  2.365  -0.337
C  0.417  3.599  -0.413
C  0.179  4.207  1.015
C  4.617  0.599  -0.156
C  5.777  -0.506  -0.774
C  5.712  -1.688  0.329
C  4.540  -2.378  -0.118
N  -2.862  0.723  0.178
O  -4.104  0.790  0.367
H  -5.606  -0.057  -2.156
H  -6.881  -0.720  -2.772
H  -6.892  0.680  -1.706
H  -6.240  -1.972  -0.833
H  -7.836  -1.204  -0.520
H  -6.560  -1.098  1.506
H  -6.636  0.421  0.781
H  -3.976  -2.319  0.805
H  -0.447  0.753  0.182
H  1.267  4.278  -0.849
H  -0.573  3.964  -0.910
H  0.009  5.533  0.993
H  -0.580  3.750  1.321
H  1.112  4.171  1.874
H  4.974  1.106  0.693
H  4.604  1.344  -0.886
H  5.694  -0.637  -1.966
H  6.886  -0.008  -0.598
H  5.786  -1.608  1.255
H  6.627  -2.235  -0.005
H  4.408  -3.020  -0.916
H  4.308  -3.299  0.769